ORCA calculation (ωB97M-V with the def2-TZVPD basis set) on a 4-piece molecular cluster, C39H65B3F2N4O11S3 overall.

Each line ends with the Mulliken charge.
Atoms and positions in Å:
C1 7.413637 0.994670 -0.479133  -1.35
C2 5.892669 1.196770 -0.616687  0.00
B1 5.102531 -0.110624 -0.252980  0.97
O1 5.617760 -0.914755 0.712823  -0.65
C3 3.762645 -0.556448 -0.990332  -0.91
C4 3.733147 -1.641222 -1.862798  0.22
N1 4.990953 -2.342616 -2.095969  0.29
C5 4.812508 -3.688940 -2.505390  0.50
O2 4.586938 -4.604499 -1.808322  -0.46
F1 4.947919 -3.819343 -3.838676  -0.23
C6 5.845106 -1.609122 -2.977192  0.33
O3 5.547397 -0.801155 -3.775066  -0.32
F2 7.111379 -1.975634 -2.743973  -0.28
C7 2.559411 -2.044451 -2.472905  -0.51
C8 1.360253 -1.371472 -2.237335  -0.29
B2 0.072856 -1.927648 -2.974279  0.78
O4 -0.743402 -1.164455 -3.759584  -0.66
O5 -0.225188 -3.258195 -2.861129  -0.67
C9 -0.029539 -3.906220 -1.598215  -0.53
C10 1.369023 -0.268381 -1.395079  -1.49
C11 2.560644 0.121664 -0.782573  1.34
S1 2.563097 1.506606 0.301016  -0.61
C12 0.957946 1.285994 1.006627  0.94
C13 0.754842 1.639809 2.341653  -0.16
B3 1.868400 2.211718 3.293529  0.76
N2 1.861376 3.587993 3.818385  -0.65
O6 2.830383 1.348199 3.708048  -0.54
C14 -0.531041 1.457201 2.846649  -0.94
C15 -1.547725 0.934451 2.060826  -1.12
C16 -1.333843 0.583629 0.735095  0.48
C17 -2.414269 0.010655 -0.149061  1.24
C18 -3.839553 0.093475 0.375004  -0.81
C19 -4.289944 -0.969283 1.364512  -0.89
S2 -3.911915 -2.646056 0.842170  -0.24
C20 -5.077312 -2.876562 -0.471127  0.13
S3 -6.494730 -2.105815 -0.571132  -0.21
N3 -4.668172 -3.813533 -1.459732  0.12
C21 -3.490612 -3.269055 -2.193490  -0.25
C22 -3.536034 -3.557272 -3.688836  -1.86
C23 -4.472628 -5.145723 -0.861849  -0.19
C24 -3.698114 -6.102669 -1.746506  -1.07
C25 -0.060610 0.788239 0.208753  -0.82
N4 0.147419 0.469313 -1.185680  1.67
C26 0.198969 1.696194 -2.031573  -0.50
C27 -0.831820 1.683483 -3.144599  -0.10
O7 -1.987901 1.464841 -3.018599  -0.49
O8 -0.272224 1.933594 -4.377556  -0.38
H1 7.970091 1.819692 -0.909372  0.37
H2 7.670357 0.889237 0.570411  0.34
H3 7.722811 0.062046 -0.944129  0.27
H4 5.648033 1.523018 -1.625844  0.09
H5 5.585217 1.963931 0.094035  0.35
H6 4.992842 -1.586926 1.003198  0.35
H7 2.548274 -2.891067 -3.146463  0.66
H8 -0.273261 -0.600440 -4.381263  0.28
H9 -0.410912 -3.298712 -0.780649  0.21
H10 1.018496 -4.131827 -1.422957  0.35
H11 -0.593315 -4.831896 -1.626944  0.02
H12 2.059265 4.277232 3.102509  0.25
H13 0.958354 3.827701 4.210727  0.28
H14 3.635787 1.780525 4.011195  0.26
H15 -0.743928 1.708412 3.876178  0.40
H16 -2.515302 0.832526 2.521705  0.23
H17 -2.377651 0.536253 -1.095089  -0.26
H18 -2.151698 -1.019914 -0.387917  -0.44
H19 -4.008982 1.084447 0.793068  0.04
H20 -4.505089 0.002449 -0.482058  0.45
H21 -3.875352 -0.865666 2.363137  0.29
H22 -5.368775 -0.913352 1.471954  0.72
H23 -2.553958 -3.602878 -1.745065  0.48
H24 -3.515253 -2.189655 -2.064714  0.26
H25 -3.166738 -2.709146 -4.254795  0.37
H26 -4.538754 -3.835232 -3.993498  0.46
H27 -2.884051 -4.392735 -3.937679  0.31
H28 -5.462190 -5.567178 -0.692673  0.40
H29 -3.989249 -5.099353 0.119227  0.34
H30 -2.629405 -5.908483 -1.702833  0.04
H31 -3.849216 -7.120104 -1.397772  0.45
H32 -4.017927 -6.040383 -2.780901  0.29
H33 1.185344 1.803550 -2.473289  0.57
H34 0.017108 2.591536 -1.437386  0.57
H35 0.097244 2.825699 -4.353397  0.28
C28 2.361932 2.182773 -7.122368  -0.96
C29 2.703086 3.240404 -6.086941  -0.44
O9 3.140956 2.710246 -4.849176  -0.35
C30 4.307883 1.904098 -4.887273  0.64
C31 5.542055 2.619808 -5.406053  -1.36
H36 1.616006 1.493789 -6.723684  0.16
H37 1.961076 2.649974 -8.022236  0.42
H38 3.235208 1.598474 -7.413975  0.29
H39 1.807035 3.817965 -5.850827  0.36
H40 3.435215 3.950952 -6.486486  0.39
H41 4.125420 0.988591 -5.458459  0.31
H42 4.469136 1.597123 -3.854200  -0.55
H43 5.436816 2.916525 -6.450752  0.36
H44 6.406656 1.959523 -5.335716  0.40
H45 5.738708 3.518873 -4.819961  0.34
C32 -5.356503 4.911577 2.789769  -1.37
C33 -4.767991 3.511668 2.769732  -0.09
O10 -3.774445 3.285598 3.752650  -0.31
C34 -4.178833 3.437851 5.100928  -0.30
C35 -5.296933 2.499741 5.522456  -1.15
H46 -4.567932 5.658256 2.688351  0.32
H47 -6.057604 5.030928 1.963476  0.41
H48 -5.897230 5.116259 3.714626  0.32
H49 -4.263776 3.341492 1.817730  0.20
H50 -5.564316 2.761468 2.845782  0.34
H51 -4.454344 4.478753 5.306062  0.33
H52 -3.284558 3.226590 5.687897  0.31
H53 -6.223445 2.695083 4.980918  0.32
H54 -5.504018 2.622487 6.585809  0.42
H55 -5.013818 1.461990 5.339443  0.24
C36 1.256562 -1.017007 5.361876  -1.12
C37 0.621843 0.162595 6.077701  -0.30
O11 -0.756028 0.348563 5.794132  -0.27
C38 -1.612078 -0.727395 6.129857  -0.24
C39 -1.611132 -1.086500 7.605906  -1.30
H56 1.112830 -0.926082 4.284237  0.17
H57 2.326802 -1.040254 5.565477  0.40
H58 0.835926 -1.971642 5.682625  0.41
H59 1.101448 1.085093 5.750748  0.20
H60 0.786497 0.089698 7.158908  0.43
H61 -1.378507 -1.609035 5.521857  0.32
H62 -2.608759 -0.397129 5.834585  0.31
H63 -0.639012 -1.453442 7.937308  0.30
H64 -2.343233 -1.871431 7.797496  0.41
H65 -1.865453 -0.215553 8.211378  0.31

Force components x, y, z for each atom (eV/Å):
C -0.3550 -0.1825 0.1866
C 0.4616 -0.5591 -0.0980
B -0.0903 0.0407 0.0340
O -0.1566 0.1739 0.2260
C -0.0041 -0.0234 0.0399
C -0.1865 0.0671 0.3392
N -0.2723 0.3984 -1.0682
C 0.4912 0.0879 0.3895
O -0.3156 -0.2002 0.0706
F 0.1527 -0.0148 0.0701
C 0.1034 -0.5784 0.4173
O 0.0694 0.4236 -0.0113
F -0.1747 -0.0436 -0.2281
C 0.0770 0.0543 0.0614
C 0.0240 -0.1892 -0.2286
B 0.0296 -0.0497 0.1713
O 0.2635 -0.5203 -0.5607
O -0.3921 0.2724 0.5079
C 0.0898 -0.0593 -0.3425
C -0.1431 -0.2146 0.0273
C 0.1452 -0.0388 -0.0763
S -0.0407 0.1772 -0.0542
C 0.1751 0.0611 0.1281
C -0.2919 -0.1670 0.1373
B -0.0753 0.0780 0.1889
N 0.2770 -0.1621 -0.0069
O 0.4339 -0.2317 -0.6866
C 0.0711 0.2020 -0.2450
C 0.1471 0.1152 0.2016
C -0.2750 -0.1469 0.1713
C 0.1216 0.2526 0.1526
C 0.1385 -0.1763 -0.2276
C -0.2399 0.1058 0.3192
S 0.1285 -0.0877 -0.0884
C -0.3118 -0.0251 -0.0949
S -0.0795 0.0565 -0.1089
N 0.5855 -0.0645 0.2361
C -0.3162 0.2079 0.0015
C 0.3886 -0.5085 0.0629
C -0.2325 -0.2585 -0.1364
C 0.1102 0.0505 0.0353
C -0.2905 -0.2496 -0.1132
N 0.8499 0.7613 -0.0040
C -0.1036 -0.1773 0.1909
C 0.4590 -0.0095 0.1501
O -0.4731 -0.1195 -0.0559
O -0.5500 0.2387 -0.2906
H 0.1321 0.0924 -0.0320
H 0.1340 0.0981 0.1307
H 0.1540 -0.0057 -0.2359
H -0.1539 0.2250 -0.0476
H -0.2075 0.2521 -0.0781
H 0.1226 -0.2245 -0.0973
H 0.0506 -0.1195 -0.0680
H -0.0940 0.3974 0.1800
H -0.0082 0.1020 0.1054
H 0.1600 -0.0229 0.0223
H -0.0110 -0.1477 -0.0107
H -0.0478 0.1164 0.0140
H -0.1078 0.1173 -0.1119
H -0.1882 0.1447 0.4658
H -0.0834 0.0066 0.0369
H -0.2255 -0.0626 -0.0458
H -0.0124 0.0108 -0.1431
H 0.0012 -0.1472 -0.0417
H -0.1458 0.0971 0.1464
H -0.0606 0.0965 -0.1114
H 0.2747 -0.0166 0.0570
H -0.1501 -0.0190 0.0855
H -0.0310 -0.0239 0.0320
H -0.0247 0.1365 0.0731
H -0.0938 0.1625 -0.0791
H -0.2036 0.2194 -0.0753
H 0.0481 -0.0923 -0.0557
H -0.1738 0.0802 0.0777
H 0.1491 0.0717 0.0577
H 0.1084 0.0527 -0.1142
H -0.0403 -0.1213 0.0485
H -0.1023 -0.0550 -0.1056
H 0.1420 0.0313 -0.0738
H -0.0922 0.0217 0.1901
H 0.4896 -0.1550 -0.1533
C 0.0280 -0.0967 0.0498
C 0.0138 -0.0499 -0.1013
O -0.1790 0.1333 0.1373
C 0.0846 -0.0876 0.0260
C -0.0658 0.0902 -0.0381
H -0.0321 0.0097 -0.0153
H -0.0215 0.0241 0.0137
H 0.0243 0.0460 -0.0268
H 0.0131 0.0342 0.0289
H 0.0292 -0.0263 -0.0004
H -0.0043 0.0082 -0.0214
H -0.0420 -0.0069 0.0040
H 0.0133 -0.0422 -0.0158
H -0.0056 -0.0185 0.0320
H 0.0137 -0.0088 0.0162
C 0.0412 0.0237 0.0877
C -0.0786 -0.0074 -0.0666
O 0.1502 -0.0710 -0.0358
C -0.0243 0.0103 0.0995
C -0.0246 -0.0146 -0.1001
H 0.0023 0.0026 -0.0167
H 0.0074 -0.0060 -0.0228
H -0.0397 -0.0205 -0.0153
H 0.0339 -0.0108 0.0067
H -0.0115 0.0153 0.0277
H -0.0406 -0.0053 -0.0245
H 0.0295 -0.0070 -0.0268
H -0.0110 0.0305 0.0303
H 0.0209 -0.0088 0.0179
H 0.0096 -0.0092 0.0187
C -0.1525 -0.0425 -0.0674
C 0.0935 -0.0432 0.0418
O -0.0314 0.0501 0.0956
C -0.0630 -0.1029 -0.0083
C 0.0819 0.0600 0.0147
H 0.0357 0.0101 -0.0084
H 0.0170 0.0419 -0.0150
H 0.0075 0.0173 0.0572
H 0.0049 0.0193 0.0164
H -0.0383 -0.0220 0.0013
H 0.0403 -0.0017 0.0148
H -0.0037 0.0336 -0.0227
H -0.0091 -0.0434 -0.0187
H -0.0250 0.0072 -0.0063
H -0.0233 -0.0010 0.0033

## Properties
HOMO energy	-8.35	eV
gap between HOMO and LUMO	8.45	eV
E_tot	-4040.78420	Ha